Entry 1:
This record from the OMol25 dataset describes C4H4N2OS in the gas phase. The level of theory is ωB97M-V/def2-TZVPD.

## Properties
Kohn-Sham gap ... 0.3020 Eh
2S+1 ... 1
SMILES ... Cc1cnnoc1=S
Relative energy (zero: lowest compared OMol25 entry of this formula, charge and spin) ... 69.8 kcal per mole

Element x y z (Å)
C1 0.116386 -2.175062 0.751756
C2 0.107777 -0.701582 0.686714
C3 0.178668 0.053145 1.775062
N1 0.120849 1.436315 1.707484
N2 -0.050563 2.091168 0.698946
O1 -0.215841 1.361135 -0.517248
C4 -0.089498 0.003621 -0.617867
S1 -0.077488 -0.675400 -2.093869
H1 -0.900351 -2.619610 0.558367
H2 0.384898 -2.432827 1.792922
H3 0.862761 -2.524756 0.033446
H4 0.247230 -0.278601 2.836147

Forces on atoms 1 to 2 (eV/Å):
-0.354 -0.514 0.540
-0.924 0.266 -1.115



Entry 2:
This record from the OMol25 dataset describes a molecular structure, C2F3IrNO4S2. The level of theory is ωB97M-V/def2-TZVPD.

## Properties
<S²> ... 6.01
Kohn-Sham gap (spin up / spin down) ... 0.2989 / 0.2345 Eh
2S+1 ... 5
Net charge ... +1

Element x y z (Å)
Ir1 0.614302 -1.103406 -0.995440
N1 -0.728301 -2.021912 0.397196
S1 -1.345518 -2.985571 -0.928738
O1 -0.217053 -2.505644 -1.978262
S2 1.706494 1.087515 -0.207495
O2 1.313692 0.619984 -1.627532
O3 1.187130 -0.057899 0.704893
C1 0.328300 2.332380 0.098918
F1 0.815348 3.554924 -0.070677
F2 -0.671897 2.132421 -0.738310
F3 -0.120072 2.210248 1.331960
O4 -1.752219 -1.510362 2.485006
C2 -1.130206 -1.752678 1.528481

Forces on atoms 1 to 2 (eV/Å):
1.150 -1.122 -1.381
-0.045 -0.885 -0.245



Please write out number 1 again, unchanged.
This record from the OMol25 dataset describes C4H4N2OS in the gas phase. The level of theory is ωB97M-V/def2-TZVPD.

## Properties
Kohn-Sham gap ... 0.3020 Eh
2S+1 ... 1
SMILES ... Cc1cnnoc1=S
Relative energy (zero: lowest compared OMol25 entry of this formula, charge and spin) ... 69.8 kcal per mole

Element x y z (Å)
C1 0.116386 -2.175062 0.751756
C2 0.107777 -0.701582 0.686714
C3 0.178668 0.053145 1.775062
N1 0.120849 1.436315 1.707484
N2 -0.050563 2.091168 0.698946
O1 -0.215841 1.361135 -0.517248
C4 -0.089498 0.003621 -0.617867
S1 -0.077488 -0.675400 -2.093869
H1 -0.900351 -2.619610 0.558367
H2 0.384898 -2.432827 1.792922
H3 0.862761 -2.524756 0.033446
H4 0.247230 -0.278601 2.836147

Forces on atoms 1 to 2 (eV/Å):
-0.354 -0.514 0.540
-0.924 0.266 -1.115